[1]
Below is a structure of composition C31H39N2O2OsS5, with properties calculated with the ωB97M-V functional and the def2-TZVPD basis.

Output
**Energy relative to the best compared isomer or geometry (same formula, charge and spin)**: 0.622 eV
**HOMO-LUMO gap (alpha / beta)**: 4.5702 / 6.6830 eV
**Lowest unoccupied orbital energy (alpha / beta)**: 2.36 / 1.85 eV

Geometry as ORCA input:
```
! wB97M-V def2-TZVPD RIJCOSX def2/J DEFGRID3
* xyz -1 5
Os -0.784 -0.858 -0.152
S -2.366 -5.537 -0.499
S -4.363 -3.825 -1.624
S -4.989 -6.704 -1.247
S -2.639 -1.319 -1.560
S -0.631 -3.091 0.055
O -0.213 0.736 3.205
O -1.022 -1.104 2.180
N 1.342 -0.619 -0.102
N -0.653 1.241 -0.064
C -3.295 1.418 1.311
C -1.099 3.314 -1.221
C 2.177 -2.903 -0.311
C 3.164 -3.809 0.055
C 3.768 -1.087 -0.022
C -1.087 -1.004 4.550
C 0.933 -3.449 -0.955
C -1.528 2.340 -0.311
C 4.377 0.260 -0.471
C 1.235 4.209 -1.641
C -3.154 4.533 -0.857
C 4.860 1.182 0.654
C 0.694 -2.932 -2.362
C -3.581 3.534 0.003
C -0.738 -0.382 3.207
C -1.955 -3.845 -0.633
C 4.716 -2.045 0.335
C 2.414 -1.508 -0.147
C -0.091 3.210 -3.529
C 0.188 3.163 -2.022
C 4.422 -3.392 0.455
C 3.612 1.034 -1.553
C -0.121 -4.103 1.485
C -1.916 4.413 -1.467
C 0.504 1.515 0.533
C -3.318 2.044 2.709
C -4.662 0.854 0.932
C -3.966 -5.411 -1.149
C -2.789 2.426 0.294
C 1.507 0.560 0.559
C -2.862 -3.028 -1.294
H 0.705 -3.571 1.954
H 2.856 1.702 -1.141
H -4.931 0.046 1.618
H 2.383 0.723 1.165
H 4.044 1.695 1.162
H 0.599 -1.848 -2.390
H -1.715 -0.310 5.112
H -4.658 0.442 -0.079
H 5.292 -0.072 -0.966
H 0.639 2.465 1.044
H -1.600 -1.958 4.435
H 0.985 -4.541 -0.980
H -2.601 0.586 1.352
H -4.550 3.621 0.482
H 5.426 0.626 1.403
H -0.218 -3.359 -2.786
H -3.783 5.393 -1.055
H -1.586 5.172 -2.169
H 0.852 5.217 -1.826
H 5.516 1.956 0.243
H -0.352 4.220 -3.856
H 5.181 -4.105 0.750
H 2.942 -4.869 -0.019
H -4.020 2.886 2.745
H -0.971 -4.146 2.163
H 0.194 -5.093 1.152
H -5.445 1.618 0.996
H 1.545 -3.221 -2.985
H 0.604 2.179 -1.808
H 0.796 2.899 -4.088
H -2.328 2.396 2.998
H -0.169 -1.147 5.124
H 3.112 0.362 -2.253
H 5.743 -1.714 0.464
H 1.508 4.145 -0.584
H 2.145 4.079 -2.235
H -3.640 1.304 3.449
H -0.914 2.545 -3.800
H 4.318 1.649 -2.119
*
```

[2]
Below is a structure of composition C31H39N8P2S3Tc, with properties calculated with the ωB97M-V functional and the def2-TZVPD basis.

Output
**Energy relative to the best compared isomer or geometry (same formula, charge and spin)**: 1.551 eV
**HOMO-LUMO gap (alpha / beta)**: 5.9261 / 4.0089 eV
**Lowest unoccupied orbital energy (alpha / beta)**: -9.18 / -11.07 eV

Geometry as ORCA input:
```
! wB97M-V def2-TZVPD RIJCOSX def2/J DEFGRID3
* xyz 3 4
Tc -0.716 -0.018 0.393
S 1.349 1.142 -0.085
S 0.573 -0.829 -3.580
S -4.085 5.570 -1.491
P -2.691 -1.058 1.451
P -0.507 0.886 2.734
N -1.809 1.759 -0.349
N 0.232 1.788 -4.086
N 1.969 -1.129 1.193
N -2.277 6.856 -5.448
N 0.750 -1.426 0.678
N 2.295 1.255 -3.558
N -1.169 -1.600 -1.069
N 3.600 0.487 1.202
C 3.470 0.506 -3.192
C 1.092 0.671 3.575
C -1.817 7.355 -4.313
C -2.054 -1.638 -2.063
C 0.620 -2.584 0.110
C -1.648 0.181 5.189
C 2.362 2.701 -3.774
C -3.830 5.508 -4.256
C -2.608 -0.412 5.991
C -3.623 -1.171 5.423
C -2.311 -2.778 -2.812
C -3.585 2.838 -1.550
C 2.390 0.051 0.868
C 1.066 0.774 -3.747
C -1.351 2.982 -0.014
C -3.147 4.095 -1.139
C -3.655 -1.367 4.054
C -2.934 -2.852 1.270
C -2.679 -0.791 3.242
C -4.302 -0.371 0.936
C -2.903 1.716 -1.131
C -0.464 -2.735 -0.819
C -3.338 6.020 -3.068
C -3.257 5.967 -5.439
C -2.322 6.963 -3.074
C 0.969 3.035 -4.326
C -1.682 0.001 3.807
C -0.895 2.631 3.113
C -1.593 -3.934 -2.556
C -0.641 -3.901 -1.547
C -1.989 4.152 -0.367
H 1.848 1.304 3.114
H -0.017 -4.759 -1.333
H 4.256 -0.124 1.667
H -3.050 -3.117 0.218
H -3.269 0.742 -1.418
H -1.753 -4.827 -3.146
H 2.562 3.205 -2.824
H -0.611 1.583 -4.593
H 0.985 0.968 4.617
H -4.571 -0.714 -0.064
H -3.052 -2.744 -3.599
H -1.593 5.100 -0.030
H -4.648 4.799 -4.277
H -1.031 8.097 -4.384
H 3.916 1.393 0.901
H 0.501 3.862 -3.793
H 3.194 -0.526 -2.989
H -3.840 -3.141 1.800
H 1.412 -0.368 3.534
H -4.389 -1.610 6.049
H -0.880 0.786 5.653
H 1.000 3.280 -5.388
H -4.450 -1.968 3.629
H 3.930 0.945 -2.302
H -2.568 -0.278 7.064
H -4.466 2.732 -2.168
H 4.202 0.522 -4.000
H 1.410 -3.322 0.192
H -2.092 -3.401 1.692
H -1.866 2.915 2.709
H 3.159 2.948 -4.474
H -0.431 3.024 0.548
H -3.610 5.620 -6.403
H -2.565 -0.720 -2.305
H -1.949 7.400 -2.158
H -5.057 -0.705 1.646
H -0.926 2.731 4.197
H -0.122 3.295 2.725
H -4.264 0.718 0.953
*
```

[3]
Below is a structure of composition C31H40AgGe2IN4O2, with properties calculated with the ωB97M-V functional and the def2-TZVPD basis.

Output
**Energy relative to the best compared isomer or geometry (same formula, charge and spin)**: 0.320 eV
**HOMO-LUMO gap (alpha / beta)**: 7.7419 / 6.7938 eV
**Lowest unoccupied orbital energy (alpha / beta)**: -2.62 / -4.07 eV

Geometry as ORCA input:
```
! wB97M-V def2-TZVPD RIJCOSX def2/J DEFGRID3
* xyz 1 2
I 0.790 -3.892 2.401
Ag 0.108 -1.619 0.976
Ge -2.000 2.014 -0.301
Ge -2.511 0.059 -1.671
O -0.313 1.787 0.391
O 4.032 2.424 -2.464
N 1.853 4.693 0.816
N 1.785 -0.258 -0.395
N -1.747 -2.942 4.321
N -0.708 -0.204 2.542
C -0.403 4.531 1.584
C -3.318 4.306 -1.446
C 2.686 -2.902 -2.879
C -1.116 5.277 -2.828
C -2.341 5.922 -2.932
C -3.188 2.029 1.268
C 1.977 0.848 -0.984
C 1.013 -2.461 -0.740
C 1.916 2.165 -0.307
C 1.884 -1.460 -1.150
C 4.299 2.569 -1.069
C -4.109 0.530 -2.702
C 3.035 2.999 -0.380
C -5.019 1.894 3.393
C 1.802 -3.891 -2.468
C -0.981 -0.586 3.932
C -2.091 3.654 -1.330
C -4.532 1.713 1.046
C -5.441 1.653 2.093
C -0.992 4.144 -2.037
C -3.443 5.434 -2.244
C 0.966 -3.684 -1.372
C 0.773 3.921 0.879
C -2.783 2.266 2.583
C 2.946 4.245 0.210
C 2.740 -1.680 -2.224
C -2.928 -1.496 -0.539
C -1.046 -0.286 -2.914
C -2.172 -1.542 4.007
C -3.687 2.199 3.636
C 0.765 2.625 0.329
H -1.524 0.281 2.178
H 3.795 4.920 0.187
H 3.352 -3.092 -3.710
H -6.479 1.420 1.894
H -0.359 4.308 2.653
H -0.030 3.649 -1.977
H -3.355 2.413 4.646
H 2.243 0.881 -2.043
H 0.026 0.499 2.503
H 1.781 -4.842 -2.984
H 5.072 3.322 -0.897
H 0.310 -4.472 -1.027
H -1.358 -3.010 5.262
H -2.883 -1.236 4.771
H -4.414 -0.321 -3.313
H -4.949 0.803 -2.064
H -4.882 1.507 0.040
H -0.256 5.654 -3.366
H -3.655 -2.131 -1.048
H -5.728 1.858 4.210
H -3.895 1.369 -3.364
H 4.868 2.369 -2.937
H -1.365 4.202 1.201
H -3.365 -1.173 0.409
H -1.308 -1.114 -3.574
H -1.210 0.294 4.537
H -1.752 2.522 2.789
H -2.525 -3.598 4.256
H -0.129 -0.547 -2.392
H 3.448 -0.920 -2.531
H -2.436 6.804 -3.551
H -0.344 5.612 1.478
H 4.654 1.621 -0.648
H -0.872 0.600 -3.526
H -4.398 5.936 -2.325
H -0.086 -1.054 4.347
H -2.692 -1.576 3.050
H -4.185 3.947 -0.901
H -0.979 -3.278 3.660
H -2.047 -2.111 -0.340
*
```

[4]
Below is a structure of composition C31H40BHfN13S, with properties calculated with the ωB97M-V functional and the def2-TZVPD basis.

Output
**Energy relative to the best compared isomer or geometry (same formula, charge and spin)**: 0.000 eV
**HOMO-LUMO gap (alpha / beta)**: 7.7499 / 5.3193 eV
**Lowest unoccupied orbital energy (alpha / beta)**: -8.39 / -10.82 eV

Geometry as ORCA input:
```
! wB97M-V def2-TZVPD RIJCOSX def2/J DEFGRID3
* xyz 3 2
Hf -0.456 0.282 0.234
S 0.663 1.501 -1.857
N 0.384 -1.609 -0.575
N -0.543 2.474 1.368
N -2.487 -1.155 -0.682
N 3.011 0.224 -1.935
N -0.424 -1.899 2.341
N -2.062 1.429 -0.674
N 1.914 -0.969 1.858
N 1.652 0.129 1.079
N 2.762 2.156 -3.253
N 1.957 -4.557 2.112
N 0.913 -2.574 0.243
N 1.584 -3.344 2.615
N -1.093 -0.735 2.054
C 1.359 -3.171 -1.849
C 1.500 -3.513 -0.511
C -1.829 4.591 1.105
C -2.353 2.714 -0.315
C -1.131 -2.602 3.224
C 3.199 -0.946 2.235
C -1.575 3.296 0.713
C -2.837 -1.119 -3.161
C 0.671 -1.974 -1.838
C 0.755 3.221 1.350
C -2.413 0.905 -1.919
C -2.517 1.669 -3.091
C -2.322 -2.625 -0.776
C 2.801 0.819 1.003
C -2.218 -0.750 2.804
C 1.829 -3.292 3.962
C -2.286 -1.900 3.553
C 3.803 0.189 1.721
C -3.436 3.440 -0.865
C -0.920 2.323 2.813
C -3.680 4.729 -0.456
C -3.768 -0.918 0.055
C 4.413 -0.163 -2.143
C -2.789 1.033 -4.282
C -2.564 -0.491 -1.959
C 2.421 -5.237 3.139
C 4.019 2.210 -4.018
C 2.325 1.263 -2.386
C -2.954 -0.353 -4.317
C 2.367 -4.489 4.335
C -2.865 5.315 0.512
B 1.012 -2.261 1.780
H -2.329 2.733 -3.063
H -2.861 1.606 -5.196
H 3.613 -1.746 2.829
H 3.841 2.854 -4.874
H -3.271 -3.094 -1.040
H -1.576 -2.894 -1.514
H -2.010 -2.998 0.198
H 2.461 -0.413 -1.381
H -3.054 6.330 0.836
H 4.687 -0.819 -1.319
H -0.805 3.276 3.329
H -3.893 0.133 0.303
H 4.546 -0.703 -3.078
H 2.676 -4.793 5.320
H -3.055 -2.194 4.246
H 2.113 2.910 -3.422
H 1.964 -4.359 -0.031
H -4.517 5.277 -0.864
H -4.606 -1.237 -0.568
H -2.919 0.068 2.764
H -4.100 2.958 -1.568
H 5.063 0.704 -2.116
H -3.764 -1.515 0.962
H -3.184 -0.843 -5.254
H 1.716 -3.721 -2.703
H -1.244 5.064 1.881
H 4.822 0.508 1.857
H 4.826 2.634 -3.425
H -1.958 2.013 2.894
H 1.106 3.321 0.326
H 1.602 -2.413 4.546
H -2.991 -2.188 -3.209
H -0.268 1.587 3.279
H 2.782 -6.243 2.994
H 0.622 4.209 1.784
H 0.335 -1.365 -2.664
H -0.773 -3.555 3.581
H 1.473 2.681 1.958
H 4.291 1.227 -4.384
H 2.848 1.734 0.440
*
```

[5]
Below is a structure of composition C31H40BiN4O, with properties calculated with the ωB97M-V functional and the def2-TZVPD basis.

Output
**Energy relative to the best compared isomer or geometry (same formula, charge and spin)**: 5.790 eV
**HOMO-LUMO gap (alpha / beta)**: 3.5280 / 3.6815 eV
**Lowest unoccupied orbital energy (alpha / beta)**: 2.49 / 2.49 eV

Geometry as ORCA input:
```
! wB97M-V def2-TZVPD RIJCOSX def2/J DEFGRID3
* xyz -1 1
Bi -0.966 0.306 0.183
O -0.175 -1.473 3.047
N -0.275 -1.999 -1.136
N -1.411 -1.988 2.267
N -0.077 -1.285 5.347
N -0.531 -0.841 -2.970
C 0.877 1.365 1.958
C -0.508 -2.897 -2.175
C -0.472 0.299 -3.851
C -0.248 3.778 -6.345
C -0.066 -2.091 0.298
C -2.588 -4.383 2.000
C 1.908 0.515 1.432
C -0.529 3.358 1.058
C 2.619 -0.583 2.121
C -1.667 -3.983 1.046
C 0.456 2.264 0.905
C 1.263 1.951 -0.254
C -0.665 -2.176 -3.301
C 0.758 0.653 -4.419
C -2.343 -2.325 3.177
C 0.343 1.445 3.323
C 0.217 -1.914 4.224
C 1.209 2.704 -1.525
C 1.989 -0.161 -4.190
C -1.099 -0.222 5.588
C -0.306 2.589 -5.432
C -1.487 2.265 -4.766
C -2.838 0.840 -3.208
C 0.846 -1.503 6.453
C -0.262 -0.716 -1.632
C 2.143 0.885 0.090
C -1.026 -2.745 1.164
C -1.579 1.146 -3.948
C 3.093 0.194 -0.809
C -2.918 -3.568 3.087
C 0.816 1.785 -5.223
H -0.606 0.708 5.931
H -2.371 2.903 -4.898
H -2.458 -1.669 4.031
H -1.100 3.777 -7.037
H -1.334 3.053 1.744
H 1.790 -0.954 6.288
H -0.095 4.279 1.480
H -1.752 -0.575 6.405
H 2.734 -0.826 -1.024
H 3.162 -1.222 1.409
H 1.005 -2.186 0.552
H 1.728 2.167 -2.333
H 2.868 0.500 -4.200
H 4.094 0.106 -0.358
H 1.052 -2.580 6.490
H -0.285 4.722 -5.785
H -1.702 -0.008 4.694
H 1.766 2.049 -5.706
H -3.560 1.636 -3.428
H -1.411 -4.616 0.216
H 1.904 -1.222 2.657
H -0.609 -3.957 -2.027
H -0.712 1.763 3.296
H -0.877 -2.464 -4.299
H 1.044 -2.645 4.245
H 0.855 2.165 3.986
H 0.675 3.764 -6.932
H -0.979 3.619 0.089
H 0.160 2.849 -1.832
H -3.561 -3.895 3.898
H 0.400 0.459 3.787
H -3.282 -0.113 -3.526
H 0.351 -1.146 7.359
H 2.132 -0.901 -4.990
H 1.976 -0.692 -3.236
H 1.673 3.705 -1.426
H -3.054 -5.369 1.927
H -2.700 0.815 -2.114
H 3.371 -0.224 2.841
H 3.203 0.732 -1.756
*
```

[6]
Below is a structure of composition C31H40CoGeN5O4S, with properties calculated with the ωB97M-V functional and the def2-TZVPD basis.

Output
**Energy relative to the best compared isomer or geometry (same formula, charge and spin)**: 3.580 eV
**HOMO-LUMO gap (alpha / beta)**: 6.1859 / 3.4452 eV
**Lowest unoccupied orbital energy (alpha / beta)**: -3.80 / -6.53 eV

Geometry as ORCA input:
```
! wB97M-V def2-TZVPD RIJCOSX def2/J DEFGRID3
* xyz 1 2
Ge 0.254 -1.347 0.890
Co -0.398 0.812 -0.346
S 1.240 3.062 1.383
O -2.729 6.774 -2.478
O -1.109 6.436 -3.990
O -2.042 1.681 -2.992
O -1.533 -1.961 -0.335
N -1.867 1.328 0.854
N -2.711 -2.199 -2.232
N 1.183 0.941 -1.517
N -0.645 2.606 -0.971
N -1.672 -0.145 -1.666
C -2.404 2.540 0.548
C 2.369 -1.407 2.906
C -1.702 3.271 -0.534
C -1.311 4.902 -2.200
C -3.219 -1.636 -3.372
C -2.453 0.604 1.808
C 1.551 -0.362 2.137
C 2.127 0.026 -1.742
C 0.934 -5.326 -0.471
C 1.182 2.057 -2.295
C 1.198 -2.823 -0.058
C 0.848 -4.189 0.548
C -0.206 4.196 -2.644
C -3.012 -0.351 -3.670
C 3.055 1.266 -3.554
C 0.106 3.025 -1.977
C 1.616 -2.037 4.075
C -1.760 6.165 -2.967
C -2.224 0.489 -2.781
C -2.892 -3.619 -1.952
C -1.948 -1.432 -1.378
C 2.894 3.008 2.108
C 2.316 -5.478 -1.099
C 3.068 0.140 -2.750
C -3.518 3.030 1.203
C -4.115 2.271 2.198
C -3.568 1.038 2.504
C 2.107 2.246 -3.304
C -2.069 4.467 -1.126
C 2.472 -3.062 4.814
C 0.321 3.692 2.806
H 0.353 4.546 -3.501
H 1.514 -4.396 1.391
H 3.392 -2.606 5.183
H 3.150 4.000 2.476
H 1.312 -1.248 4.769
H 2.195 0.284 1.541
H -0.720 3.796 2.505
H 3.082 -5.590 -0.329
H -2.859 -3.782 -0.880
H 0.711 -2.525 3.706
H 0.192 -5.144 -1.255
H -3.907 4.003 0.935
H 2.348 -6.362 -1.737
H 0.397 3.002 3.646
H 2.739 -3.887 4.151
H -2.926 5.041 -0.798
H 2.713 -2.202 2.234
H 0.721 4.665 3.085
H 3.770 1.383 -4.357
H 3.795 -0.646 -2.894
H 0.959 0.253 2.820
H 2.571 -4.617 -1.720
H -0.648 -2.069 1.910
H 1.930 -3.474 5.665
H -3.805 -2.295 -3.999
H 3.271 -0.918 3.293
H 3.587 2.721 1.320
H 2.281 -2.671 -0.045
H 0.876 -2.788 -1.103
H -2.095 -4.202 -2.416
H -2.015 -0.360 2.028
H 2.137 -0.832 -1.088
H 2.076 3.150 -3.895
H 0.655 -6.258 0.027
H -3.989 0.411 3.277
H -3.413 0.107 -4.560
H 2.929 2.282 2.919
H -0.173 -4.159 0.937
H -3.851 -3.950 -2.343
H -4.986 2.636 2.723
*
```